No. 1
{"formula": "H4O2", "method": "ωB97M-V with the def2-TZVPD basis set", "species": ["H", "O", "H", "H", "O", "H"], "positions_angstrom": [[0.71562, 0.21327, -0.02737], [-1.24281, -0.13756, -0.22175], [-1.54300, 0.64368, 0.22778], [-1.68250, -0.89395, 0.26087], [1.56128, -0.26486, -0.10956], [2.19141, 0.43943, -0.12997]], "e_tot_ev": -4159.7636, "e_above_lowest_ev": 0.175, "homo_lumo_gap_ev": 11.69, "smiles": "O.O", "lumo_ev": 0.71}

No. 2
{"formula": "H4O2", "method": "ωB97M-V with the def2-TZVPD basis set", "species": ["O", "H", "O", "H", "H", "H"], "positions_angstrom": [[-4.73835, -1.92444, -4.50876], [4.73599, 1.15573, 4.21008], [4.40260, 2.00471, 4.52650], [-4.53028, -2.03937, -5.44465], [-4.15262, -1.19862, -4.26099], [4.28267, 2.00200, 5.47783]], "e_tot_ev": -4159.6968, "e_above_lowest_ev": 0.242, "homo_lumo_gap_ev": 12.69, "smiles": "O.O", "lumo_ev": 1.09}

No. 3
{"formula": "H4O2", "method": "ωB97M-V with the def2-TZVPD basis set", "species": ["O", "H", "O", "H", "H", "H"], "positions_angstrom": [[-0.67773, -0.80395, 1.11853], [0.20859, 1.63070, -0.77975], [-0.07754, 0.76543, -1.14022], [0.69987, 0.17703, -1.12260], [-0.02363, -1.38033, 1.49936], [-0.12956, -0.38887, 0.42468]], "e_tot_ev": -4159.6381, "e_above_lowest_ev": 0.301, "homo_lumo_gap_ev": 11.82, "smiles": "O.O", "lumo_ev": 0.59}